Below is C4H6N2O in the gas phase, with properties calculated with the ωB97M-V functional and the def2-TZVPD basis.

Output
Maximum force = 0.36 eV/A
Structure (SMILES) = Cc1ncc(O)[nH]1
Energy = -9272.9457 eV
Energy above the lowest of the compared OMol25 structures with the same formula, charge and spin = 12.83 kcal/mol
Frontier orbital gap = 8.732 eV

```
13
Properties=species:S:1:pos:R:3:forces:R:3
C 2.1769 -0.1681 0.1295 0.1 0.0 0.0
C 0.7185 -0.0929 -0.1798 0.1 0.0 -0.1
N 0.1520 -0.4244 -1.3083 0.1 0.1 0.3
C -1.2050 -0.2256 -1.1344 -0.3 0.0 0.1
C -1.4408 0.2210 0.1324 0.3 -0.1 -0.2
O -2.5471 0.5384 0.8477 -0.1 0.0 -0.1
N -0.2181 0.3165 0.7403 -0.1 0.0 0.0
H 2.6575 -0.7661 -0.6472 -0.1 0.1 0.1
H 2.3554 -0.6485 1.0983 0.0 0.1 -0.1
H 2.6525 0.8192 0.1471 -0.1 -0.1 0.0
H -1.9201 -0.4240 -1.9219 0.1 0.0 0.1
H -3.3140 0.1964 0.3723 0.1 0.1 0.1
H -0.0609 0.6373 1.6827 0.0 -0.1 -0.1
```
Forces are in eV/Å.